99
Properties=species:S:1:pos:R:3 method="wB97M-V/def2-TZVPD" lumo_ev=-7.04 charge=+2 gap_ev=5.25 e_homo_ev=-12.287
P 1.88 1.27 -4.53
C 3.30 1.56 -3.38
C 4.28 0.87 -4.16
H 3.94 0.03 -4.78
C 5.55 1.40 -4.38
H 6.20 0.96 -5.14
C 5.95 2.50 -3.60
H 6.94 2.91 -3.76
C 5.10 3.02 -2.60
H 5.50 3.83 -1.97
C 3.78 2.54 -2.45
H 3.15 2.94 -1.64
C 1.19 -0.37 -3.99
C 1.78 -1.46 -3.28
H 2.53 -1.30 -2.49
C 1.43 -2.79 -3.60
H 1.95 -3.66 -3.15
C 0.42 -3.04 -4.56
H 0.19 -4.07 -4.86
C -0.32 -1.98 -5.10
H -1.12 -2.16 -5.83
C 0.01 -0.68 -4.71
H -0.56 0.15 -5.14
C 0.54 2.52 -3.87
C 0.70 3.32 -5.03
H 1.59 3.10 -5.65
C -0.25 4.22 -5.50
H -0.08 4.71 -6.47
C -1.37 4.46 -4.69
H -2.11 5.19 -5.04
C -1.53 3.78 -3.45
H -2.41 4.05 -2.84
C -0.58 2.79 -3.04
H -0.76 2.32 -2.06
Hf 0.31 0.13 1.88
C -1.54 -1.14 1.25
C -1.85 -1.36 -0.05
H -2.23 -1.56 2.02
C -1.17 -0.71 -1.24
O -2.17 0.12 -1.94
H -1.72 0.52 -2.72
C -0.24 0.15 -0.53
H -0.52 -1.43 -1.83
C 0.20 1.15 0.17
Cl 2.24 1.55 2.27
P -1.38 2.28 1.86
P 1.89 -1.94 1.66
C -0.91 3.17 3.37
H 0.12 3.54 3.27
H -0.92 2.51 4.24
H -1.59 4.02 3.52
C -1.63 3.58 0.64
H -2.35 3.27 -0.13
H -0.69 3.79 0.13
H -1.99 4.50 1.11
C -3.04 1.66 2.20
H -2.99 0.81 2.90
H -3.49 1.28 1.28
H -3.68 2.44 2.63
C 2.56 -2.01 3.34
H 1.83 -2.40 4.06
H 2.86 -1.01 3.71
H 3.45 -2.66 3.32
C 0.93 -3.44 1.47
H 0.56 -3.51 0.44
H 0.05 -3.40 2.14
H 1.54 -4.32 1.71
C 3.31 -2.05 0.56
H 3.74 -1.05 0.44
H 3.01 -2.42 -0.42
H 4.06 -2.71 1.01
P -3.24 -2.50 -0.51
C -3.72 -3.44 0.94
C -2.68 -3.61 -1.80
H -3.86 -2.78 1.80
H -2.97 -4.21 1.15
H -4.67 -3.93 0.70
H -2.42 -3.09 -2.72
H -3.49 -4.31 -2.03
H -1.83 -4.21 -1.46
C -4.62 -1.57 -1.14
H -5.04 -0.91 -0.37
H -5.41 -2.26 -1.45
H -4.33 -0.97 -2.01
H 1.03 1.58 -0.47
Br 1.74 1.07 5.57
C 0.50 0.12 6.59
C 0.56 0.29 7.97
C -0.30 -0.39 8.81
C -1.31 -1.21 8.32
C -1.43 -1.38 6.92
C -0.50 -0.74 6.04
C -0.74 -0.90 4.56
O -1.16 -2.04 4.18
O -0.54 0.14 3.74
H 1.36 0.96 8.27
H -0.08 -0.23 9.86
H -1.96 -1.73 9.03
H -2.26 -1.98 6.51

=====

22
Properties=species:S:1:pos:R:3 method="wB97M-V/def2-TZVPD" lumo_ev=-0.11 gap_ev=8.79 e_homo_ev=-8.901 smiles="COC(=O)[C@@]1(CS)C(=O)C(=O)N1C"
C -1.25 -1.38 0.45
C -2.35 -0.19 0.17
C 0.98 0.33 0.25
C -0.30 -0.37 -0.23
C -1.45 1.92 -0.91
C 2.19 0.64 2.29
C 0.12 -1.34 -1.74
N -1.43 0.55 -0.41
O -1.14 -2.55 0.77
O -3.50 0.02 0.48
O 1.68 1.05 -0.41
O 1.10 0.11 1.56
S 1.68 -2.14 -1.56
H -0.54 2.41 -0.97
H -2.01 1.87 -1.90
H -2.04 2.57 -0.33
H 1.74 0.88 3.27
H 2.45 1.57 1.86
H 3.08 -0.04 2.48
H 0.32 -0.57 -2.56
H -0.63 -2.16 -1.67
H 1.30 -3.19 -0.89

=====

36
Properties=species:S:1:pos:R:3 method="wB97M-V/def2-TZVPD" s_squared=2.02 lumo_ev="-0.09 / -0.94" gap_ev="6.23 / 5.19" e_homo_ev="-6.318 / -6.127" spin_multiplicity=3
Pt -0.40 -1.29 -0.03
C -0.33 0.66 4.30
C -0.28 0.40 2.81
S -0.29 -1.27 2.43
C -0.24 1.46 1.92
C -0.28 2.89 2.43
S -0.15 1.36 0.21
H -0.35 -0.28 4.85
H -1.23 1.22 4.57
H 0.53 1.24 4.64
H -0.30 2.97 3.51
H -1.17 3.39 2.04
H 0.59 3.44 2.06
Br 6.40 -1.80 -0.35
C 4.51 -1.70 -0.29
C 3.88 -0.84 0.59
C 2.50 -0.79 0.58
N 1.74 -1.53 -0.23
C 2.37 -2.37 -1.06
C 3.74 -2.49 -1.13
H 4.44 -0.21 1.27
H 1.98 -0.13 1.26
H 1.74 -2.97 -1.71
H 4.20 -3.19 -1.81
S -2.67 -1.74 -0.34
C -2.70 -0.71 -1.71
N -2.85 0.63 -1.53
C -2.90 1.53 -2.54
C -2.89 1.10 -3.83
C -2.79 -0.28 -4.08
C -2.70 -1.17 -3.04
H -2.79 0.96 -0.57
H -2.96 2.57 -2.26
H -2.95 1.81 -4.64
H -2.78 -0.64 -5.10
H -2.62 -2.23 -3.20

=====

9
Properties=species:S:1:pos:R:3 method="wB97M-V/def2-TZVPD" lumo_ev=-13.52 charge=+3 gap_ev=3.76 e_homo_ev=-17.284
Na 2.85 0.36 0.05
Na -0.67 0.59 -1.60
Na 1.00 -2.30 -1.21
Na -1.53 -1.74 0.54
Na 0.84 -1.80 2.36
O -1.93 2.37 -0.81
H -1.32 2.70 -0.13
O 0.60 -0.49 0.23
H 0.16 0.31 0.57

=====

Molecular weight: 984.57, 203.22, 582.47, 148.96 (Da)
E: -168406.52838, -27917.51123, -123535.64184, -26181.26609 (eV)